1.
# C14H11AsF6N5Pb

A structure of composition C14H11AsF6N5Pb (the ωB97M-V functional and the def2-TZVPD basis, the OMol25 dataset).

As for the calculated total energy: -104525.3077 eV. Its total charge is +2. As for the expectation value of S²: 0.79. Its spin multiplicity is 2. Its frontier orbital gap (spin up / spin down) is 7.64 / 6.10 eV.

Each line ends with the Mulliken spin population.
Geometry (Å):
Pb 0.062 -0.025 -0.752  0.01
N -4.619 -0.757 0.048  0.08
C -3.418 -0.660 -0.501  -0.05
N -2.304 -0.599 0.191  0.09
C -2.384 -0.599 1.557  -0.04
N -1.280 -0.603 2.300  0.43
N -0.120 -0.731 1.761  -0.03
C 0.983 -0.913 2.404  0.16
C 2.245 -0.896 1.707  0.03
C 3.425 -1.175 2.386  0.08
C 4.627 -1.153 1.689  -0.03
C 4.608 -0.835 0.344  0.07
C 3.380 -0.576 -0.269  0.02
N 2.232 -0.615 0.387  0.04
C -3.646 -0.591 2.218  0.06
C -3.781 -0.482 3.613  -0.02
C -5.033 -0.499 4.170  0.04
C -6.172 -0.674 3.362  0.04
C -6.067 -0.791 1.993  -0.02
C -4.806 -0.718 1.414  0.08
H -5.439 -0.814 -0.546  0.00
H -3.362 -0.634 -1.583  0.00
H 0.981 -1.097 3.480  -0.01
H 3.398 -1.394 3.446  0.00
H 5.557 -1.380 2.193  0.00
H 5.518 -0.790 -0.236  0.00
H 3.340 -0.337 -1.326  0.00
H -2.893 -0.375 4.220  0.00
H -5.151 -0.377 5.238  0.00
H -7.150 -0.710 3.823  0.00
H -6.950 -0.934 1.382  0.00
F -0.175 1.620 0.609  0.00
As -0.097 3.690 0.201  0.00
F 0.633 3.708 1.739  0.00
F 1.409 3.176 -0.471  0.00
F -0.046 5.304 -0.191  0.00
F -0.831 3.077 -1.252  0.00
F -1.640 3.606 0.938  0.00

2.
# C14H11AuN5S2

A structure of composition C14H11AuN5S2 (the ωB97M-V functional and the def2-TZVPD basis, the OMol25 dataset).

As for the calculated total energy: -47501.5918 eV. Its total charge is +1. As for the expectation value of S²: 2.03. Its spin multiplicity is 3. Its frontier orbital gap (spin up / spin down) is 5.74 / 3.47 eV.

Each line ends with the Mulliken spin population.
Geometry (Å):
Au 0.141 -0.381 -0.099  0.48
N 3.326 2.686 0.064  0.05
C 2.253 1.899 0.081  -0.07
S 2.503 0.195 0.262  0.46
N 1.062 2.500 0.016  0.45
N 0.002 1.743 -0.119  0.05
C -1.200 2.285 -0.049  0.06
C -1.441 3.712 0.167  0.03
C -2.369 4.108 1.139  0.04
C -2.618 5.450 1.352  -0.02
C -1.977 6.407 0.577  0.04
C -1.062 6.021 -0.395  -0.02
C -0.778 4.683 -0.591  0.06
C -2.331 1.365 -0.212  0.06
C -3.606 1.805 -0.559  0.06
C -4.612 0.869 -0.748  -0.02
C -4.327 -0.477 -0.585  0.05
C -3.029 -0.847 -0.250  0.00
N -2.074 0.051 -0.073  0.10
H 4.244 2.291 0.174  0.00
H 3.221 3.685 -0.017  0.00
H -2.858 3.357 1.747  0.00
H -3.316 5.748 2.123  0.00
H -2.193 7.456 0.728  0.00
H -0.569 6.768 -1.001  0.00
H -0.071 4.381 -1.351  0.00
H -3.797 2.859 -0.695  0.00
H -5.604 1.191 -1.032  0.00
H -5.085 -1.233 -0.729  0.00
H -2.740 -1.883 -0.125  0.01
S 0.273 -5.091 0.334  0.05
C 0.129 -3.532 0.071  0.00
N -0.014 -2.377 -0.138  0.08